(1)
ORCA calculation (the ωB97M-V functional and the def2-TZVPD basis) on a 3-piece molecular cluster, C32H58Br2F3N2O3S overall at a distorted geometry.

Geometry (Å):
1 C 2.3635 0.0442 4.4182
2 C 2.0519 -0.8238 3.4074
3 C 0.9211 -0.5328 2.4736
4 C 1.1731 0.3930 1.4875
5 C 2.5450 1.0197 1.3678
6 C 2.6905 2.4180 2.0386
7 C 2.8274 3.6061 1.0541
8 C 4.1473 4.3750 1.1653
9 C 4.3255 5.3064 -0.0538
10 C 4.5285 4.5424 -1.3643
11 O 5.1702 5.3332 -2.3481
12 C 5.4748 4.5017 -3.4586
13 C 0.1486 0.7474 0.6016
14 C 0.3015 1.7809 -0.4848
15 S 0.7437 1.0997 -2.1300
16 C 2.4558 0.5048 -2.0618
17 C 2.5702 -0.9160 -1.4661
18 C -1.1044 0.1067 0.7413
19 C -2.3108 0.3833 -0.1608
20 C -2.3617 -0.4908 -1.4416
21 C -2.2945 -2.0053 -1.2253
22 N -3.2862 -2.5611 -0.2977
23 C -1.2555 -0.7996 1.7433
24 N -0.2711 -1.1333 2.5888
25 C -0.5049 -2.1211 3.6608
26 C -1.3140 -3.3637 3.2764
27 C -0.5411 -4.4209 2.4799
28 F -1.4759 -5.3228 2.0654
29 Br 0.3452 -3.7699 0.8843
30 C 0.4748 -5.2288 3.3524
31 F 1.6320 -4.5742 3.5004
32 F -0.0570 -5.5598 4.5250
33 Br 0.8940 -6.9162 2.4288
34 H 1.7114 0.2348 5.2759
35 H 3.3276 0.5606 4.4468
36 H 2.6436 -1.7410 3.3263
37 H 3.3366 0.3725 1.7431
38 H 2.7494 1.1300 0.3030
39 H 1.9079 2.6002 2.7827
40 H 3.6214 2.3868 2.6182
41 H 2.0070 4.3283 1.1350
42 H 2.7781 3.2047 0.0356
43 H 4.1530 5.0372 2.0382
44 H 5.0177 3.7112 1.2413
45 H 3.3733 5.8509 -0.1420
46 H 5.0817 6.0750 0.1196
47 H 3.5377 4.2625 -1.7545
48 H 5.1518 3.6542 -1.1571
49 H 4.6640 3.7742 -3.6284
50 H 6.3708 3.9035 -3.2439
51 H 5.5656 5.0876 -4.3722
52 H 0.9589 2.6040 -0.2137
53 H -0.6771 2.2304 -0.6525
54 H 2.8076 0.4742 -3.0961
55 H 3.1302 1.2033 -1.5590
56 H 2.5163 -1.6506 -2.2753
57 H 1.7455 -1.1588 -0.7891
58 H 3.5052 -1.0911 -0.9248
59 H -3.1723 0.0831 0.4494
60 H -2.4397 1.4473 -0.3555
61 H -3.3060 -0.2646 -1.9479
62 H -1.5162 -0.2393 -2.0833
63 H -2.4814 -2.4753 -2.2001
64 H -1.2853 -2.3072 -0.9423
65 H -2.8601 -3.0088 0.4998
66 H -3.9923 -1.8948 -0.0173
67 H -2.2303 -1.2528 1.8603
68 H -1.0739 -1.5987 4.4383
69 H 0.4139 -2.4587 4.1410
70 H -2.2493 -3.1638 2.7524
71 H -1.5983 -3.8512 4.2152
72 C -2.4083 -5.4894 -7.0037
73 C -0.9246 -5.1655 -7.0464
74 O -0.6058 -3.8851 -6.5268
75 C -0.9231 -3.6708 -5.1677
76 C -0.1892 -4.5993 -4.2135
77 H -2.9890 -4.6881 -7.4628
78 H -2.6078 -6.4199 -7.5356
79 H -2.7659 -5.6093 -5.9791
80 H -0.5914 -5.1552 -8.0842
81 H -0.3410 -5.9413 -6.5386
82 H -2.0070 -3.7303 -5.0128
83 H -0.6343 -2.6395 -4.9543
84 H -0.5217 -5.6328 -4.3221
85 H -0.3703 -4.2991 -3.1792
86 H 0.8848 -4.5787 -4.4060
87 C -4.4405 4.8543 1.7530
88 C -5.3958 3.6989 1.9967
89 O -4.7597 2.4291 2.0214
90 C -3.7915 2.2401 3.0327
91 C -4.3430 2.3491 4.4440
92 H -3.8300 4.6679 0.8673
93 H -4.9962 5.7806 1.6097
94 H -3.7616 5.0015 2.5954
95 H -6.1166 3.6532 1.1805
96 H -5.9723 3.8555 2.9138
97 H -2.9491 2.9281 2.8876
98 H -3.3987 1.2300 2.8818
99 H -4.6552 3.3682 4.6749
100 H -3.5834 2.0622 5.1727
101 H -5.2136 1.7036 4.5664

- net charge = +1
- F_max (hartree/bohr) = 0.0435

---

(2)
ORCA calculation (the ωB97M-V functional and the def2-TZVPD basis) on C32H58FeGeN9PS3 as an isolated structure at a distorted geometry.

Geometry (Å):
1 Fe -1.1618 -1.0994 0.9682
2 C -3.5447 -3.1029 -2.2349
3 C -3.6985 -4.1846 -1.1571
4 S -2.7468 -3.9170 0.3573
5 C -1.2633 -4.8994 0.0446
6 C -0.3123 -4.4053 -1.0541
7 S -0.2648 -2.5966 -1.2336
8 C -0.0421 -2.3928 -3.0111
9 C -1.3244 -2.2919 -3.8326
10 S -2.5178 -3.6380 -3.6436
11 H -3.1183 -2.1993 -1.7875
12 H -4.5243 -2.8488 -2.6401
13 H -3.4897 -5.1816 -1.5543
14 H -4.7368 -4.1794 -0.8195
15 H -1.5767 -5.9141 -0.2177
16 H -0.7493 -4.9357 1.0063
17 H -0.6301 -4.8237 -2.0087
18 H 0.7005 -4.7529 -0.8361
19 H 0.6023 -3.1959 -3.3753
20 H 0.5020 -1.4504 -3.1239
21 H -1.0627 -2.2750 -4.8939
22 H -1.8385 -1.3599 -3.6081
23 N 0.1660 -3.6024 2.9782
24 C -1.1209 -3.3422 3.4537
25 C -1.6859 -4.1384 4.4572
26 C -2.9410 -3.8116 4.9258
27 C -3.5776 -2.6878 4.4110
28 C -2.9579 -1.9802 3.3938
29 N -1.7837 -2.3427 2.8740
30 H 0.8030 -3.8520 3.7218
31 H 0.5222 -2.7771 2.5003
32 H -1.1174 -4.9694 4.8567
33 H -3.4087 -4.4114 5.6986
34 H -4.5334 -2.3459 4.7855
35 H -3.3867 -1.0937 2.9278
36 C -5.5442 1.0926 -0.4450
37 Ge -3.5394 0.9264 -0.4055
38 C -3.1119 0.7608 -2.3609
39 C -2.9686 2.7773 0.0088
40 C -2.9894 -0.4582 0.7338
41 H -5.8630 1.8663 -1.1538
42 H -5.9213 1.3569 0.5464
43 H -6.0003 0.1439 -0.7436
44 H -2.9627 1.7340 -2.8421
45 H -3.9099 0.2276 -2.8897
46 H -2.1821 0.1968 -2.4313
47 H -3.4912 3.5018 -0.6258
48 H -1.8924 2.8477 -0.1593
49 H -3.1724 3.0055 1.0581
50 H -3.8474 -1.1436 0.8873
51 N 3.8947 -0.5036 5.2317
52 C 2.7659 -0.3575 4.9884
53 N 1.4740 -0.1480 4.8143
54 C 1.0067 -0.3943 3.6172
55 N 0.5428 -0.5999 2.5706
56 N -0.3310 0.5686 -0.1868
57 P 1.0613 1.1561 -0.1630
58 N 2.5304 0.3221 0.1160
59 C 2.7707 -0.8942 -0.6339
60 C 4.2595 -1.0891 -0.9305
61 C 5.1045 -0.9880 0.3392
62 C 4.7613 0.2895 1.1034
63 C 3.2605 0.3140 1.3720
64 N 1.4774 1.8636 -1.6946
65 C 2.7413 1.8047 -2.3816
66 C 3.0556 3.1283 -3.0901
67 C 1.8289 3.6654 -3.8582
68 C 0.7455 2.5949 -3.9393
69 C 0.3208 2.1814 -2.5335
70 N 1.2565 2.4790 0.8778
71 C 0.3287 2.7183 1.9636
72 C -0.1767 4.1609 1.9501
73 C 0.9760 5.1620 1.8703
74 C 1.8730 4.8290 0.6800
75 C 2.3704 3.3927 0.8210
76 H 2.2012 -0.8580 -1.5655
77 H 2.3953 -1.7660 -0.0749
78 H 4.5894 -0.3294 -1.6463
79 H 4.3985 -2.0654 -1.4080
80 H 6.1709 -1.0327 0.0955
81 H 4.8862 -1.8457 0.9862
82 H 5.0340 1.1674 0.5057
83 H 5.3073 0.3400 2.0491
84 H 2.9684 1.1659 1.9804
85 H 3.0094 -0.5877 1.9471
86 H 2.7824 0.9836 -3.1228
87 H 3.5243 1.5911 -1.6568
88 H 3.9026 2.9712 -3.7679
89 H 3.3745 3.8604 -2.3431
90 H 2.1171 4.0179 -4.8530
91 H 1.4087 4.5250 -3.3273
92 H 1.1160 1.7314 -4.5016
93 H -0.1349 2.9634 -4.4717
94 H -0.3758 1.3392 -2.5551
95 H -0.2398 3.0155 -2.0871
96 H 0.8168 2.5158 2.9341
97 H -0.4994 2.0162 1.8523
98 H -0.7769 4.3367 2.8482
99 H -0.8341 4.2949 1.0869
100 H 1.5742 5.1034 2.7890
101 H 0.5950 6.1860 1.7991
102 H 2.7164 5.5252 0.6077
103 H 1.2950 4.8950 -0.2483
104 H 2.9721 3.3263 1.7467
105 H 3.0230 3.1210 -0.0090

- net charge = -2
- energy above the lowest of the compared OMol25 structures with the same formula, charge and spin (kcal per mole) = 0.0
- spin multiplicity = 5
- F_max (hartree/bohr) = 0.0413

---

(3)
ORCA calculation (the ωB97M-V functional and the def2-TZVPD basis) on a 7-piece molecular cluster, C32H60N2O12S overall.

Geometry (Å):
1 C -2.8071 1.5460 -1.2889
2 C -2.3334 0.3171 -0.5087
3 S -2.0643 -1.1542 -1.5273
4 C -0.3342 -1.1602 -2.0247
5 C 0.1190 0.1096 -2.7673
6 C 0.7840 -0.2120 -4.0297
7 N 1.2693 -0.4658 -5.0377
8 C 1.0786 0.9831 -1.9186
9 C 2.5258 0.4964 -1.8693
10 C 1.0618 2.3290 -2.4718
11 N 0.9125 3.3818 -2.9022
12 H -2.0631 1.8608 -2.0137
13 H -2.9517 2.3458 -0.5675
14 H -3.7388 1.2972 -1.7857
15 H -1.4876 0.5647 0.1290
16 H -3.1491 0.0368 0.1521
17 H -0.2394 -1.9953 -2.7124
18 H 0.3449 -1.3864 -1.2049
19 H -0.7149 0.7454 -3.0447
20 H 0.6940 1.0469 -0.9038
21 H 3.0735 1.0977 -1.1470
22 H 3.0377 0.6038 -2.8214
23 H 2.5862 -0.5334 -1.5418
24 C 5.3121 7.1103 -2.2579
25 C 6.0082 6.2771 -3.3143
26 O 6.1963 4.9260 -2.8916
27 C 5.2463 3.9763 -3.0230
28 C 3.8381 4.3720 -3.3977
29 O 5.5362 2.8381 -2.7706
30 H 4.3075 6.7402 -2.0525
31 H 5.2366 8.1491 -2.5808
32 H 5.8716 7.0740 -1.3232
33 H 5.4925 6.3122 -4.2749
34 H 7.0127 6.6615 -3.4841
35 H 3.2542 4.4829 -2.4880
36 H 3.4068 3.5748 -3.9937
37 H 3.7678 5.2866 -3.9821
38 C 3.0720 -6.5370 0.1390
39 C 1.7243 -5.8457 0.1409
40 O 1.8484 -4.4391 0.3868
41 C 2.1058 -3.5448 -0.5721
42 C 2.5276 -4.0156 -1.9457
43 O 2.0604 -2.3698 -0.3050
44 H 3.7143 -6.1712 -0.6622
45 H 2.9455 -7.6121 0.0125
46 H 3.5916 -6.3539 1.0793
47 H 1.1596 -6.0268 -0.7742
48 H 1.1163 -6.2198 0.9622
49 H 3.6153 -4.0206 -1.9987
50 H 2.1452 -3.3102 -2.6815
51 H 2.1534 -4.9997 -2.2145
52 C -2.0480 6.9440 1.5388
53 C -0.7196 6.2277 1.6655
54 O -0.8498 4.8191 1.4638
55 C -0.8372 4.2486 0.2437
56 C -0.9235 5.1067 -0.9931
57 O -0.8078 3.0465 0.1761
58 H -2.4646 6.8439 0.5368
59 H -1.9302 8.0057 1.7577
60 H -2.7701 6.5208 2.2370
61 H 0.0398 6.6430 1.0015
62 H -0.3394 6.3322 2.6804
63 H -1.9658 5.1632 -1.3076
64 H -0.3416 4.6052 -1.7665
65 H -0.5305 6.1139 -0.8726
66 C -6.6014 -0.8477 2.8139
67 C -6.7059 0.2560 1.7845
68 O -5.9819 -0.0656 0.5962
69 C -6.4843 -0.8363 -0.3937
70 C -7.7522 -1.6202 -0.1567
71 O -5.8622 -0.9265 -1.4148
72 H -7.0428 -1.7760 2.4510
73 H -7.1064 -0.5617 3.7383
74 H -5.5543 -1.0560 3.0352
75 H -7.7427 0.5065 1.5536
76 H -6.2421 1.1670 2.1604
77 H -7.4813 -2.6246 0.1708
78 H -8.2896 -1.6867 -1.0993
79 H -8.4233 -1.1758 0.5747
80 C -3.7475 -5.2003 5.1608
81 C -4.4316 -3.9213 4.7259
82 O -5.0289 -4.0466 3.4330
83 C -6.2538 -4.5584 3.2210
84 C -6.9598 -5.2802 4.3458
85 O -6.7385 -4.4804 2.1248
86 H -4.4559 -6.0226 5.2621
87 H -3.2483 -5.0572 6.1193
88 H -3.0051 -5.4980 4.4206
89 H -5.1638 -3.5727 5.4562
90 H -3.6938 -3.1281 4.6177
91 H -6.7632 -6.3473 4.2529
92 H -8.0279 -5.1080 4.2407
93 H -6.6716 -4.9483 5.3403
94 C 6.5860 0.1605 1.0789
95 C 7.1404 -0.7096 -0.0294
96 O 7.4901 -2.0188 0.4370
97 C 6.6009 -3.0232 0.5398
98 C 5.1263 -2.7239 0.4105
99 O 6.9983 -4.1291 0.7899
100 H 5.6584 -0.2445 1.4844
101 H 6.3883 1.1660 0.7069
102 H 7.3010 0.2241 1.8994
103 H 6.4643 -0.7724 -0.8829
104 H 8.0717 -0.2864 -0.4006
105 H 4.7037 -2.5827 1.4038
106 H 4.6504 -3.5787 -0.0575
107 H 4.8987 -1.8547 -0.2014

- SMILES = CCSC[C@H](C#N)[C@@H](C)C#N.CCOC(C)=O.CCOC(C)=O.CCOC(C)=O.CCOC(C)=O.CCOC(C)=O.CCOC(C)=O
- F_max (hartree/bohr) = 0.0137

---

(4)
ORCA calculation (the ωB97M-V functional and the def2-TZVPD basis) on a 10-piece molecular cluster, C32H60N4O6 overall at a distorted geometry.

Geometry (Å):
1 C 8.8770 4.1814 16.5230
2 C 7.9026 3.5120 15.5156
3 C 8.4957 3.8612 14.1309
4 O 9.3584 5.0072 14.4032
5 C 9.8744 4.9014 15.6773
6 H 9.4778 3.4808 17.1029
7 H 8.2742 4.8208 17.1679
8 H 6.9566 3.9831 15.7824
9 H 7.9546 2.4341 15.6696
10 H 7.8181 4.4060 13.4736
11 H 9.0451 3.1104 13.5629
12 H 10.2963 5.8402 16.0362
13 H 10.7220 4.2392 15.5008
14 C 7.2786 3.2791 20.3074
15 C 8.2335 2.4941 19.4714
16 C 7.4932 2.4144 18.1420
17 O 6.2539 3.2268 18.2391
18 C 6.3750 4.0978 19.4184
19 H 7.6980 3.8439 21.1400
20 H 6.6507 2.5693 20.8459
21 H 8.4539 1.5072 19.8784
22 H 9.2108 2.9319 19.2680
23 H 7.2360 1.4226 17.7703
24 H 8.2127 2.7920 17.4155
25 H 5.4633 4.5583 19.7988
26 H 6.9779 4.9007 18.9940
27 C 4.3134 1.5118 16.4380
28 C 4.5760 2.5945 15.4873
29 C 5.7407 2.1763 14.6489
30 O 6.5734 1.5300 15.6058
31 C 5.7372 1.0736 16.7360
32 H 3.6888 0.7876 15.9150
33 H 3.7190 1.7641 17.3162
34 H 4.7638 3.4417 16.1469
35 H 3.6692 2.8876 14.9582
36 H 6.3156 3.0179 14.2627
37 H 5.5251 1.4070 13.9075
38 H 6.0016 1.4895 17.7082
39 H 5.8477 -0.0084 16.6640
40 C 6.7369 8.1607 21.2965
41 C 6.0484 7.7864 19.9706
42 C 6.1816 6.2469 19.8388
43 O 7.2431 5.9868 20.7587
44 C 7.9307 7.1099 21.2937
45 H 6.0601 7.8447 22.0904
46 H 7.1541 9.1427 21.5195
47 H 6.5867 8.2450 19.1411
48 H 5.0506 8.2198 19.9024
49 H 6.5072 5.9278 18.8487
50 H 5.2338 5.8253 20.1736
51 H 8.7374 7.4826 20.6626
52 H 8.3346 6.9160 22.2874
53 C 3.3202 7.7387 14.0778
54 C 3.0583 7.9950 15.5464
55 C 4.3821 8.1035 16.1194
56 O 5.2263 8.5270 14.9247
57 C 4.4708 8.6125 13.7402
58 H 2.4205 7.9217 13.4904
59 H 3.6096 6.6883 14.0469
60 H 2.4999 7.1688 15.9865
61 H 2.4483 8.8927 15.6474
62 H 4.8867 7.1893 16.4321
63 H 4.5168 8.9095 16.8406
64 H 5.0793 8.3855 12.8648
65 H 4.1896 9.6384 13.5025
66 C 10.8223 7.2112 18.0475
67 C 9.3806 7.0547 17.8203
68 C 9.0222 5.8981 18.7547
69 O 9.7321 6.2451 19.8988
70 C 10.9475 6.9579 19.5677
71 H 11.2598 8.1863 17.8332
72 H 11.3371 6.4501 17.4613
73 H 8.9141 6.9107 16.8457
74 H 8.9710 8.0121 18.1426
75 H 9.3188 4.9127 18.3954
76 H 7.9717 5.8981 19.0454
77 H 11.8185 6.3719 19.8609
78 H 10.9661 7.9131 20.0926
79 C 3.5013 7.2144 18.4533
80 C 4.0184 5.8827 18.7186
81 N 4.3902 4.8220 18.9086
82 H 3.2977 7.8461 19.3179
83 H 2.5727 7.1487 17.8863
84 H 4.2610 7.6786 17.8245
85 C 6.8062 8.9628 16.9133
86 C 5.8696 10.0769 16.8567
87 N 5.1556 11.0316 16.9135
88 H 7.7169 9.3765 16.4800
89 H 6.3863 8.1687 16.2959
90 H 7.1271 8.7021 17.9219
91 C 2.1043 4.9400 16.3045
92 C 1.9446 5.4002 14.9533
93 N 1.7419 5.6415 13.8069
94 H 1.5200 5.6083 16.9370
95 H 3.1863 4.9153 16.4334
96 H 1.8211 3.8901 16.3796
97 C 5.4081 5.3258 16.4741
98 C 6.4689 6.2710 17.0325
99 N 7.2830 7.0478 17.4359
100 H 4.4228 5.7015 16.7503
101 H 5.6823 4.3956 16.9715
102 H 5.4996 5.3095 15.3880

- energy above the lowest of the compared OMol25 structures with the same formula, charge and spin (kcal per mole) = 442.0
- SMILES = C1CCOC1.C1CCOC1.C1CCOC1.C1CCOC1.C1CCOC1.C1CCOC1.CC#N.CC#N.CC#N.CC#N
- F_max (hartree/bohr) = 0.1997

---

Listing E for the structures above in their given order: -7434.7537, -6623.4438, -2665.8832, -1924.8050 Ha.